Entry 1:
The following is a quantum chemistry calculation of C16H19BrClN2O2Pt as an isolated structure, from the OMol25 dataset.

The geometry in XYZ format:
```
42
Properties=species:S:1:pos:R:3:lowdin_spin:R:1
Pt -0.506 -0.411 -0.229 1.40
C 1.292 3.531 -1.382 0.00
C 0.852 2.207 -0.861 0.00
O 0.348 1.347 -1.569 0.05
C 1.098 1.937 0.576 0.01
C 1.701 0.706 0.881 0.01
C 1.956 0.367 2.201 0.02
C 1.580 1.224 3.223 0.00
C 1.011 2.452 2.920 0.01
C 0.778 2.817 1.604 0.00
H 1.188 3.593 -2.461 0.00
H 2.327 3.701 -1.092 0.00
H 0.689 4.307 -0.914 0.00
H 2.104 0.118 0.065 0.00
H 2.448 -0.566 2.422 0.00
H 1.753 0.940 4.251 0.00
H 0.752 3.138 3.712 0.00
H 0.324 3.773 1.389 0.00
Cl -4.812 -0.635 -4.155 0.00
C -4.147 0.177 -2.800 0.00
C -4.840 1.204 -2.165 0.00
C -4.255 1.824 -1.072 0.00
C -3.013 1.389 -0.642 0.01
N -2.361 0.404 -1.253 0.11
C -2.893 -0.188 -2.311 0.01
H -5.812 1.506 -2.524 0.00
H -4.756 2.629 -0.556 0.00
H -2.529 1.840 0.216 0.00
H -2.315 -0.966 -2.790 0.00
Br -1.328 -1.245 1.811 0.28
C 0.502 -4.026 0.417 0.00
N 1.808 -3.469 0.167 0.01
C 2.909 -4.072 0.875 0.00
C 1.968 -2.418 -0.618 0.01
O 1.075 -1.802 -1.206 0.05
H 0.519 -5.102 0.247 0.00
H -0.213 -3.576 -0.270 0.00
H 0.188 -3.831 1.444 0.00
H 2.826 -3.871 1.948 0.00
H 3.856 -3.676 0.512 0.00
H 2.904 -5.154 0.728 0.00
H 3.024 -2.123 -0.738 0.00
```

Output
Energy relative to the best compared isomer or geometry (same formula, charge and spin) (eV): 0.509
E_HOMO (spin up / spin down) (eV): -11.6 / -11.9
E_LUMO (spin up / spin down) (eV): -2.8 / -4.9
Energy (eV): -109780.582
Charge: +1
Multiplicity: 3


Entry 2:
The following is a quantum chemistry calculation of C30H28IN3O4Zr as an isolated structure, from the OMol25 dataset.

The geometry in XYZ format:
```
67
Properties=species:S:1:pos:R:3:nbo_charge:R:1
Zr -0.821 -0.157 0.818 2.43
C -5.669 -0.921 1.135 -0.24
O -5.274 -0.580 -0.197 -0.50
C -4.849 0.706 -0.340 0.24
C -5.723 1.711 -0.727 -0.16
C -5.279 3.013 -0.947 -0.21
C -3.945 3.317 -0.784 -0.15
C -3.038 2.318 -0.394 -0.15
C -1.655 2.674 -0.238 0.22
N -0.717 1.851 0.107 -0.49
N 0.579 2.394 0.258 -0.36
C 1.231 1.746 1.167 0.55
O 0.662 0.714 1.817 -0.84
C 2.620 2.082 1.495 -0.10
C 3.291 1.340 2.466 -0.18
C 4.606 1.645 2.779 -0.21
C 5.247 2.689 2.126 -0.16
C 4.577 3.431 1.159 -0.21
C 3.265 3.132 0.840 -0.17
C -3.504 1.013 -0.164 0.29
O -2.632 0.051 0.208 -0.79
H -6.057 -1.934 1.097 0.22
H -6.447 -0.244 1.492 0.19
H -4.809 -0.885 1.811 0.16
H -6.765 1.451 -0.867 0.25
H -5.979 3.778 -1.251 0.25
H -3.582 4.321 -0.959 0.23
H -1.360 3.708 -0.403 0.24
H 2.781 0.534 2.975 0.22
H 5.129 1.074 3.534 0.23
H 6.271 2.930 2.375 0.23
H 5.080 4.247 0.659 0.23
H 2.735 3.706 0.094 0.24
C 4.240 -1.925 -5.149 -0.66
C 3.114 -1.986 -4.172 0.17
C 3.306 -1.590 -2.842 -0.20
C 2.291 -1.630 -1.920 0.11
C 2.578 -1.186 -0.516 -0.64
C 1.001 -2.094 -2.350 -0.19
C -0.120 -2.110 -1.539 0.43
O -0.209 -1.709 -0.312 -0.79
C 0.806 -2.543 -3.710 0.14
C -0.504 -3.083 -4.219 -0.66
C 1.863 -2.463 -4.580 -0.26
H 5.128 -1.468 -4.722 0.24
H 3.940 -1.363 -6.036 0.26
H 4.493 -2.933 -5.485 0.26
H 4.286 -1.249 -2.535 0.23
H 3.652 -1.088 -0.368 0.25
H 2.186 -1.881 0.224 0.23
H 2.148 -0.199 -0.321 0.22
H -1.049 -2.501 -1.949 0.19
H -1.246 -2.290 -4.331 0.24
H -0.921 -3.854 -3.572 0.24
H -0.356 -3.529 -5.199 0.25
H 1.734 -2.789 -5.605 0.24
I 0.982 -3.110 5.447 0.29
C -0.341 -1.722 4.683 -0.19
C -0.914 -0.735 5.480 -0.13
C -1.801 0.172 4.919 -0.21
C -2.082 0.086 3.572 0.06
N -1.525 -0.858 2.795 -0.58
C -0.679 -1.750 3.343 0.01
H -0.668 -0.675 6.533 0.26
H -2.266 0.940 5.521 0.26
H -2.770 0.772 3.089 0.23
H -0.269 -2.508 2.682 0.23
```

Output
Energy relative to the best compared isomer or geometry (same formula, charge and spin) (eV): 0.000
E_HOMO (eV): -13.7
E_LUMO (eV): -6.9
Energy (eV): -53595.033
Charge: +2
Multiplicity: 1